(1)
C4H15N2O | wB97M-V/def2-TZVPD

Max |F|: 0.09905 hartree/bohr
LUMO (alpha / beta): -7.00 / -12.80 eV
ΔE to the lowest compared entry with this formula, charge and spin: 3.123 eV
E_HOMO (alpha / beta): -19.37 / -19.35 eV

ORCA input file:
```
! RIJCOSX wB97M-V def2-TZVPD def2/J DEFGRID3
* xyz 2 2
C 0.68 -0.30 1.66
N -0.43 -0.11 2.60
C 0.30 -0.44 0.11
N 0.94 0.74 -0.70
C 0.43 0.91 -2.19
C 0.71 -1.80 -0.46
H 1.23 -1.31 1.92
H 1.57 0.30 1.74
H -0.84 -0.95 2.96
H -1.17 0.56 2.24
H -0.74 -0.30 -0.15
H 2.01 0.52 -0.66
H 0.79 1.54 -0.08
H 0.31 1.99 -2.45
H -0.64 0.50 -2.00
H 0.77 0.35 -3.10
H 0.18 -2.58 0.03
H 1.70 -1.93 -0.49
H 0.39 -2.03 -1.62
H -3.24 1.09 0.71
H -2.49 1.63 -0.53
O -2.46 1.62 0.48
*
```



(2)
C4H15N2O2 | wB97M-V/def2-TZVPD

Max |F|: 0.06984 hartree/bohr
LUMO: -3.52 eV
ΔE to the lowest compared entry with this formula, charge and spin: 2.091 eV
E_HOMO: -12.83 eV

ORCA input file:
```
! RIJCOSX wB97M-V def2-TZVPD def2/J DEFGRID3
* xyz 1 1
C 0.15 1.41 1.53
C -0.12 1.41 0.02
C -0.77 0.15 -0.45
C -1.65 0.21 -1.51
N -2.39 -0.90 -2.08
N -0.53 -1.03 0.23
H 0.63 0.59 2.08
H -0.80 1.48 2.11
H 0.74 2.29 1.87
H 0.87 1.66 -0.41
H -0.67 2.30 -0.24
H -1.75 1.20 -1.95
H -3.12 -0.44 -2.59
H -1.63 -1.37 -2.68
H -2.80 -1.57 -1.39
H -1.13 -1.83 0.22
H -0.18 -0.90 1.17
H 0.54 -2.11 -1.49
H 0.26 -2.73 -2.78
O 0.42 -1.85 -2.42
H 4.17 1.23 3.24
H 5.33 0.40 3.90
O 4.41 0.40 3.64
*
```



(3)
C4H15N2O2 | wB97M-V/def2-TZVPD

Max |F|: 0.02059 hartree/bohr
LUMO: -2.88 eV
ΔE to the lowest compared entry with this formula, charge and spin: 0.966 eV
E_HOMO: -13.53 eV

ORCA input file:
```
! RIJCOSX wB97M-V def2-TZVPD def2/J DEFGRID3
* xyz 1 1
N -0.09 -1.65 -0.25
C 0.99 -0.81 -0.88
C 0.32 0.06 -1.93
N -0.87 0.63 -1.33
C -0.62 1.71 -0.36
C -1.40 1.49 0.92
O -0.88 0.33 1.59
H -0.89 -0.96 -0.31
H -0.35 -2.45 -0.81
H 0.07 -1.93 0.71
H 1.79 -1.43 -1.26
H 1.38 -0.19 -0.07
H 0.16 -0.48 -2.86
H 1.04 0.81 -2.25
H -1.57 0.92 -2.00
H -0.99 2.64 -0.80
H 0.44 1.80 -0.14
H -1.26 2.36 1.57
H -2.45 1.33 0.68
H -1.55 -0.02 2.18
H 2.58 -2.13 2.57
H 1.81 -0.78 2.83
O 2.33 -1.28 2.19
*
```



(4)
C4H15N2O2 | wB97M-V/def2-TZVPD

Max |F|: 0.03198 hartree/bohr
LUMO: -2.92 eV
ΔE to the lowest compared entry with this formula, charge and spin: 1.104 eV
E_HOMO: -14.18 eV

ORCA input file:
```
! RIJCOSX wB97M-V def2-TZVPD def2/J DEFGRID3
* xyz 1 1
C 1.21 -0.60 -0.30
O 1.58 -1.47 -1.35
C -0.31 -0.49 -0.31
C -0.99 0.35 0.74
C -0.36 1.75 0.82
N -0.38 2.52 -0.45
N -0.64 0.05 -1.67
H 1.81 0.30 -0.48
H 1.58 -0.90 0.68
H 1.12 -2.32 -1.33
H -0.75 -1.48 -0.27
H -0.92 -0.07 1.70
H -2.08 0.42 0.69
H 0.65 1.68 1.24
H -0.91 2.29 1.60
H -0.44 1.07 -1.65
H 0.54 2.91 -0.60
H -0.93 3.37 -0.34
H -1.64 0.10 -1.87
H -0.13 -0.45 -2.40
H 1.39 -2.75 2.04
H 0.16 -3.56 1.56
O 0.43 -2.73 1.96
*
```



(5)
C4H15N2O2 | wB97M-V/def2-TZVPD

Max |F|: 0.07201 hartree/bohr
LUMO (alpha / beta): -11.49 / -12.71 eV
ΔE to the lowest compared entry with this formula, charge and spin: 11.967 eV
E_HOMO (alpha / beta): -18.68 / -18.25 eV

ORCA input file:
```
! RIJCOSX wB97M-V def2-TZVPD def2/J DEFGRID3
* xyz 2 2
C 0.98 0.41 -1.53
C 0.63 1.35 -0.40
C -0.47 0.82 0.60
N -3.05 -0.98 0.67
C -2.52 -0.09 -0.35
N -1.80 1.01 0.17
H 0.44 0.49 -2.47
H 2.05 0.50 -1.68
H 0.65 -0.64 -0.94
H 0.33 2.38 -0.63
H 1.53 1.36 0.22
H -0.29 1.33 1.56
H -0.24 -0.27 0.72
H -3.55 -0.59 1.46
H 0.29 -1.53 -0.93
H -3.32 0.28 -1.02
H -1.86 -0.73 -0.96
H 2.29 -0.01 2.72
H -3.58 -1.71 0.20
O 2.05 -0.07 1.77
H 3.55 -1.85 0.13
H 2.67 -0.49 0.78
O 3.24 -0.95 -0.12
*
```



(6)
C4H15N2O3 | wB97M-V/def2-TZVPD

Max |F|: 0.10487 hartree/bohr
LUMO (alpha / beta): -7.68 / -12.66 eV
ΔE to the lowest compared entry with this formula, charge and spin: 0.000 eV
E_HOMO (alpha / beta): -18.77 / -18.77 eV

ORCA input file:
```
! RIJCOSX wB97M-V def2-TZVPD def2/J DEFGRID3
* xyz 2 2
O -1.85 -0.61 1.10
C -1.00 0.28 1.06
N -0.34 0.56 2.24
C 0.84 1.42 2.27
C -0.52 0.92 -0.24
N -1.23 0.46 -1.40
C -0.41 0.26 -2.58
H -0.64 0.01 3.09
H 0.67 2.33 1.78
H 1.35 1.61 3.22
H 1.61 0.79 1.72
H -0.60 2.07 -0.15
H 0.54 0.65 -0.31
H -2.14 0.91 -1.65
H -1.62 -0.61 -1.14
H -0.66 1.09 -3.40
H -0.78 -0.64 -3.00
H 0.72 -0.02 -2.30
H 0.41 -3.01 -0.39
H 1.29 -3.12 -1.78
O 1.09 -2.60 -0.99
H 3.00 0.39 -1.03
H 2.24 -1.05 -0.41
O 2.28 -0.02 -0.52
*
```